{
  "formula": "C26H26BBrN3O3Os",
  "method": "ωB97M-V/def2-TZVPD",
  "gap_ev": [6.63, 6.62],
  "relative_energy_kcal_mol": 1.7,
  "charge": 1,
  "total_energy_ha": -4085.75939,
  "homo_energy_ev": [-11.0, -11.0],
  "e_lumo_ev": [-4.4, -4.4],
  "spin_multiplicity": 1,
  "symbols": ["H", "H", "C", "C", "H", "C", "C", "H", "C", "H", "C", "C", "C", "H", "C", "C", "H", "O", "C", "H", "C", "H", "Os", "B", "O", "H", "C", "N", "H", "C", "C", "H", "C", "H", "C", "H", "C", "C", "H", "C", "N", "C", "O", "Br", "C", "H", "H", "N", "H", "C", "C", "H", "C", "H", "H", "H", "H", "H", "H", "C", "H"],
  "xyz": [[3.1195, 2.8599, 2.4013], [-1.0974, 3.2294, -3.0771], [-0.3914, 3.3802, -2.2585], [0.1240, 0.9522, -1.9831], [-2.2176, -0.0397, -1.3746], [1.9880, 2.1028, 4.1703], [2.3934, -2.2645, -0.2572], [0.5385, -2.3436, -4.7488], [0.7590, -3.5710, -3.0014], [1.1709, 1.1200, -2.2399], [-1.0877, -3.5421, -1.4500], [0.9783, 3.4208, 2.6001], [-1.1728, -2.2392, -3.4587], [0.0576, 0.0763, -1.3319], [2.9413, -1.0088, -0.3465], [0.6212, 2.3193, 4.5967], [-2.9696, 3.6662, -1.2548], [-0.1833, -0.4756, 3.2806], [0.1838, -3.9779, -1.8026], [-1.9303, 3.9788, 0.1400], [0.0656, -1.5800, 2.5446], [0.8151, 4.0294, 1.7257], [0.6770, 1.1791, 2.7361], [-0.1282, 1.8481, 0.8943], [0.4411, 2.4856, -0.1633], [-3.6226, 0.8323, -0.7461], [-0.1495, -3.8953, 1.9505], [1.5282, -0.1871, 1.3812], [0.1544, 1.9327, 5.4877], [0.7173, -3.7535, 0.8992], [2.1958, 2.8092, 2.9539], [-1.5629, -3.9054, -0.5496], [-1.7719, -2.6743, -2.2880], [-3.3987, 3.0065, 0.3270], [-0.4967, -2.8049, 2.7755], [1.7196, -3.9745, -3.2949], [-0.0001, 3.1075, 3.6120], [-1.8049, 1.9496, -0.6271], [-0.6385, 4.3097, -1.7504], [-2.6969, 0.9363, -1.3101], [1.0965, -4.9125, 0.1458], [1.3666, -2.5067, 0.6753], [-1.3984, 1.4088, 0.6790], [-2.1155, -1.0785, -4.6174], [-0.4299, 2.1992, -1.3151], [2.7593, -3.0677, -0.8830], [3.7304, -0.7915, -1.0517], [0.9056, -4.9876, -1.0727], [2.7350, 1.5238, 4.6904], [0.0938, -2.6722, -3.8198], [0.9944, -1.4373, 1.5018], [-2.9464, 1.2643, -2.3204], [2.4678, 0.0183, 0.4714], [-2.7784, -2.3624, -2.0450], [0.6057, 3.4754, -2.6880], [-1.0253, 3.4407, 3.6183], [2.8368, 1.0295, 0.3788], [-0.4214, 0.7319, -2.9008], [-1.1969, -2.9340, 3.5897], [-2.5671, 3.2331, -0.3395], [-0.5815, -4.8692, 2.1408]],
  "atomic_forces_ev_per_a": [[0.0, 0.0, 0.0], [0.0, 0.0, 0.0], [0.0, 0.0, 0.0], [0.0, 0.0, 0.0], [0.0, 0.0, 0.0], [-0.1, 0.0, 0.1], [0.0, 0.0, 0.0], [0.0, 0.0, 0.0], [-0.1, 0.1, 0.0], [0.0, 0.0, 0.0], [0.0, 0.0, 0.0], [-0.1, 0.0, 0.0], [0.0, 0.0, 0.0], [0.0, 0.0, 0.0], [0.0, -0.1, -0.1], [0.1, -0.1, 0.1], [0.0, 0.0, 0.0], [0.1, 0.3, -0.1], [0.1, -0.1, -0.1], [0.0, 0.0, 0.0], [-0.1, 0.0, 0.0], [0.0, 0.0, 0.0], [0.1, -0.4, 0.2], [-0.1, 0.1, -0.1], [0.1, 0.0, 0.0], [0.0, 0.0, 0.0], [0.0, 0.0, 0.0], [0.0, 0.0, 0.0], [0.0, 0.0, 0.0], [0.0, 0.0, 0.1], [0.1, 0.1, -0.2], [0.0, 0.0, 0.0], [-0.1, 0.0, 0.0], [0.0, 0.0, 0.0], [0.0, 0.0, 0.0], [0.0, 0.0, 0.0], [-0.1, 0.1, -0.1], [0.0, 0.1, 0.0], [0.0, 0.0, 0.0], [0.1, 0.0, 0.0], [0.0, -0.1, -0.1], [0.0, 0.0, 0.0], [0.1, 0.0, 0.0], [0.0, 0.0, 0.0], [0.0, 0.0, 0.0], [0.0, 0.0, 0.0], [0.0, 0.0, 0.0], [0.0, 0.1, 0.1], [0.0, 0.0, 0.0], [0.0, 0.0, 0.0], [0.1, 0.0, 0.0], [0.0, 0.0, 0.0], [-0.1, 0.1, 0.1], [0.0, 0.0, 0.0], [0.0, 0.0, 0.0], [0.0, 0.0, 0.0], [0.0, 0.0, 0.0], [0.0, 0.0, 0.0], [0.0, 0.0, 0.0], [0.0, 0.0, 0.0], [0.0, 0.0, 0.0]],
  "nbo_charge": [0.263, 0.227, -0.633, -0.637, 0.221, -0.226, -0.089, 0.239, -0.200, 0.221, -0.165, -0.234, -0.085, 0.209, -0.259, -0.268, 0.229, -0.613, 0.021, 0.210, 0.276, 0.282, 0.777, 1.045, -0.788, 0.231, -0.187, -0.426, 0.275, 0.070, -0.248, 0.226, -0.253, 0.232, -0.199, 0.237, -0.210, 0.241, 0.226, -0.629, -0.100, -0.030, -0.765, 0.083, 0.253, 0.241, 0.245, -0.077, 0.270, -0.219, 0.089, 0.229, 0.116, 0.239, 0.228, 0.271, 0.228, 0.235, 0.246, -0.634, 0.243]
}